(1)
{"formula": "C15H8CuN3O5", "method": "wB97M-V/def2-TZVPD", "lumo_energy_ev": [-4.20, -5.69], "total_charge": 1, "spin_multiplicity": 2, "s_squared": 0.7673, "elements": ["O", "C", "Cu", "C", "O", "C", "O", "C", "O", "C", "O", "H", "N", "C", "C", "C", "C", "C", "C", "C", "N", "C", "C", "N", "C", "H", "H", "H", "H", "H", "H", "H"], "coordinates": [[0.049, 3.629, -3.162], [-0.024, 2.515, -2.940], [-0.328, -0.301, -3.063], [-0.349, -2.535, -3.740], [-0.529, -3.550, -4.221], [0.362, 0.216, -5.231], [0.250, -0.686, -6.072], [1.312, 0.019, -4.118], [2.491, -0.016, -3.992], [-2.201, 0.007, -3.492], [-3.210, -0.229, -3.978], [-0.134, 1.226, -5.168], [-0.548, 1.541, 7.447], [-0.393, 1.250, 6.325], [-0.212, 0.857, 4.950], [-1.077, 1.338, 3.955], [-0.915, 0.946, 2.621], [0.108, 0.043, 2.312], [0.981, -0.446, 3.287], [0.821, -0.023, 4.606], [0.237, -0.433, 0.995], [1.012, -1.525, 0.585], [0.876, -1.634, -0.766], [0.028, -0.624, -1.178], [-0.344, 0.090, -0.116], [-1.881, 2.024, 4.219], [-1.574, 1.329, 1.839], [1.794, -1.121, 3.020], [1.505, -0.382, 5.373], [1.573, -2.124, 1.271], [1.309, -2.365, -1.448], [-0.988, 0.967, -0.120]]}


(2)
{"formula": "C15H9Cl2N2O10W", "method": "wB97M-V/def2-TZVPD", "lumo_energy_ev": -5.26, "total_charge": 1, "spin_multiplicity": 1, "elements": ["W", "Cl", "C", "Cl", "H", "H", "O", "C", "O", "C", "C", "C", "C", "C", "C", "O", "N", "O", "O", "N", "O", "O", "H", "H", "O", "C", "C", "C", "C", "C", "C", "C", "O", "O", "H", "H", "H", "H", "H"], "coordinates": [[0.578, 0.152, -0.132], [3.116, 0.305, -0.567], [3.566, 0.201, 1.152], [1.997, 0.251, 2.006], [4.169, 1.061, 1.424], [4.017, -0.770, 1.323], [-3.327, 0.807, -0.866], [-2.225, 1.144, -0.605], [-1.203, 0.196, -0.549], [-1.801, 2.551, -0.330], [-2.789, 3.523, -0.390], [-2.448, 4.854, -0.237], [-1.149, 5.275, -0.034], [-0.152, 4.318, 0.046], [-0.462, 2.944, -0.091], [0.506, 2.034, -0.113], [1.223, 4.752, 0.315], [1.515, 5.868, -0.037], [1.980, 3.956, 0.844], [-3.522, 5.871, -0.310], [-4.641, 5.464, -0.530], [-3.184, 7.026, -0.189], [-3.817, 3.245, -0.573], [-0.916, 6.326, 0.065], [-1.314, -3.424, -0.523], [-0.362, -4.349, -0.352], [-0.746, -5.670, -0.605], [0.142, -6.707, -0.440], [1.453, -6.475, -0.010], [1.852, -5.190, 0.242], [0.969, -4.101, 0.068], [1.546, -2.813, 0.352], [2.606, -2.540, 0.860], [0.753, -1.704, 0.001], [-0.986, -2.546, -0.332], [-1.763, -5.842, -0.928], [-0.184, -7.717, -0.646], [2.140, -7.298, 0.120], [2.860, -4.979, 0.572]]}


(3)
{"formula": "C15H9N2NiO8", "method": "wB97M-V/def2-TZVPD", "lumo_energy_ev": [2.08, 2.05], "total_charge": -1, "spin_multiplicity": 3, "s_squared": 2.0054, "elements": ["Ni", "O", "C", "C", "C", "C", "C", "C", "C", "O", "N", "O", "O", "H", "H", "H", "H", "O", "C", "N", "O", "C", "C", "C", "C", "C", "C", "C", "O", "O", "H", "H", "H", "H", "H"], "coordinates": [[-1.068, -2.180, -1.604], [0.912, -2.443, -1.661], [1.699, -2.185, -0.754], [1.399, -2.132, 0.650], [2.443, -1.991, 1.558], [2.208, -1.968, 2.914], [0.884, -2.046, 3.402], [-0.158, -2.163, 2.539], [0.037, -2.240, 1.119], [-0.965, -2.388, 0.364], [3.306, -1.870, 3.832], [3.060, -1.845, 5.031], [4.442, -1.797, 3.383], [2.749, -2.000, -1.021], [3.464, -1.907, 1.205], [0.721, -2.004, 4.469], [-1.182, -2.210, 2.885], [-5.149, -2.179, -1.516], [-4.006, -2.379, -1.771], [-2.866, -2.596, -2.043], [1.497, 2.992, -1.117], [0.188, 3.171, -1.356], [-0.319, 4.471, -1.405], [-1.667, 4.682, -1.623], [-2.536, 3.608, -1.793], [-2.035, 2.319, -1.757], [-0.679, 2.086, -1.548], [-0.132, 0.679, -1.527], [1.065, 0.508, -1.219], [-0.966, -0.234, -1.817], [1.613, 2.008, -1.052], [0.364, 5.298, -1.260], [-2.049, 5.696, -1.656], [-3.593, 3.777, -1.956], [-2.680, 1.462, -1.895]]}


What energy relative to the best compared isomer or geometry (same formula, charge and spin) values result from the calculations? In sequence: 0.0, 191.2, 0.0 kJ/mol.